35
Properties=species:S:1:pos:R:3 method="wB97M-V/def2-TZVPD" de_lowest_kj_mol=21.4 e_lumo_ev=2.73 total_energy_ev=-35227.622 mol_weight_g_mol=258.27 spin_multiplicity=1 e_homo_ev=-4.6 charge=-1
O -2.0473 -0.8610 3.8819
C -1.8481 -1.5849 2.9284
N -0.6426 -1.6160 2.2853
C 0.3716 -0.6149 2.5256
C 0.6914 0.0615 1.1804
S 0.8729 -1.0670 -0.2415
C 1.6460 -1.1826 3.1221
O 2.4926 -0.4746 3.6111
H -2.5156 -2.2854 2.4062
H -0.5480 -2.0445 1.3656
H 0.0907 0.1144 3.2801
H -0.1181 0.7427 0.9092
H 1.6057 0.6397 1.2470
H 1.8781 -2.2521 3.0630
H 1.6360 3.6471 -0.9626
H 0.3395 3.3845 -1.6590
O 0.7028 3.7829 -0.8619
H -3.0001 2.5259 -1.5909
H -2.7689 1.0824 -1.5427
O -3.4803 1.7139 -1.3997
H -1.1744 -1.8443 -2.4261
H -0.8009 -0.5127 -3.1589
O -1.2214 -1.3756 -3.2656
H 2.7773 1.1032 -1.2608
H 2.1652 0.6387 -2.6610
O 2.8045 1.1926 -2.2167
H 3.2820 -0.8221 0.0015
H 4.4688 0.1607 -0.1829
O 4.0132 -0.3791 0.4683
H -3.5416 -1.1557 -0.6146
H -3.4822 -1.2059 -2.0736
O -3.3424 -1.7926 -1.3156
H -0.9524 0.1451 -1.5735
H 0.2626 1.1222 -1.4459
O -0.6166 1.0133 -1.8220